Entry 1:
DFT (ωB97M-V/def2-TZVPD) results for a cluster of 12 separate species, C41H106O12 in total in a non-equilibrium geometry.

The total charge is 0. Its structure (SMILES) is CC(C)O.CCOCC.CCOCC.CCOCC.CCOCC.CCOCC.CCOCC.CCOCC.CCOCC.CCO.CCO.CCO. The energy above the lowest of the compared OMol25 structures with the same formula, charge and spin comes out at 0.355 eV. As for the LUMO energy: 0.583 eV. For the frontier orbital gap, the calculation gives 9.83 eV.

Last column: Löwdin charge in e.
Cartesian coordinates (Å):
C: 4.63 -1.78 -2.74  -0.0457
C: 4.57 -2.42 -1.35  -0.4804
C: 3.52 -1.69 -0.50  -0.0507
O: 4.24 -3.79 -1.47  -0.0311
H: 3.73 -2.03 -3.31  0.0837
H: 5.53 -2.06 -3.28  0.0828
H: 4.61 -0.69 -2.71  0.0441
H: 5.51 -2.21 -0.83  0.1272
H: 3.60 -1.97 0.55  0.0674
H: 2.51 -1.93 -0.86  0.0759
H: 3.58 -0.61 -0.62  0.0573
H: 4.43 -4.21 -0.63  0.0901
C: 0.42 -3.74 1.15  -0.0596
C: -0.10 -5.03 0.52  -0.2547
O: -1.52 -4.94 0.50  -0.1756
C: -2.08 -6.00 -0.25  -0.2968
C: -3.58 -5.79 -0.31  -0.0686
H: 1.50 -3.59 1.07  0.0623
H: -0.05 -2.91 0.61  0.0511
H: 0.13 -3.66 2.20  0.0692
H: 0.28 -5.13 -0.50  0.1182
H: 0.19 -5.92 1.10  0.1190
H: -1.75 -6.00 -1.30  0.0969
H: -1.78 -6.96 0.17  0.1210
H: -4.03 -6.35 -1.13  0.0783
H: -3.82 -4.75 -0.57  0.0668
H: -4.07 -5.94 0.65  0.0755
C: -8.46 3.38 -0.08  -0.0795
C: -7.03 3.33 0.42  -0.3110
O: -6.34 2.27 -0.18  -0.1484
C: -4.94 2.33 0.02  -0.2676
C: -4.25 1.18 -0.67  -0.0543
H: -8.96 4.24 0.35  0.0726
H: -8.50 3.58 -1.15  0.0742
H: -9.02 2.47 0.16  0.0728
H: -6.54 4.29 0.20  0.1153
H: -7.05 3.26 1.51  0.1191
H: -4.57 3.30 -0.34  0.0956
H: -4.76 2.31 1.10  0.1260
H: -4.50 0.23 -0.19  0.0551
H: -3.16 1.26 -0.60  0.0591
H: -4.45 1.20 -1.74  0.0823
C: -2.33 3.12 -3.04  -0.0659
C: -0.95 3.65 -3.30  -0.2794
O: -0.78 4.07 -4.64  -0.1394
C: 0.52 4.51 -4.91  -0.2988
C: 0.57 5.16 -6.28  -0.0747
H: -3.11 3.85 -3.26  0.0724
H: -2.54 2.23 -3.64  0.0849
H: -2.40 2.85 -1.98  0.0542
H: -0.64 4.44 -2.60  0.1117
H: -0.24 2.84 -3.09  0.0967
H: 0.87 5.20 -4.13  0.1196
H: 1.19 3.64 -4.97  0.1026
H: 1.59 5.36 -6.61  0.0730
H: 0.02 6.10 -6.30  0.0751
H: 0.15 4.47 -7.02  0.0781
C: 1.53 -1.19 8.90  -0.0765
C: 0.30 -1.54 8.07  -0.3011
O: 0.49 -1.11 6.74  -0.1766
C: -0.50 -1.67 5.87  -0.2741
C: -0.25 -0.99 4.53  -0.0529
H: 2.40 -1.60 8.39  0.0741
H: 1.69 -0.11 8.90  0.0755
H: 1.53 -1.53 9.93  0.0731
H: 0.18 -2.63 8.07  0.1149
H: -0.60 -1.11 8.53  0.1182
H: -0.32 -2.74 5.75  0.1104
H: -1.50 -1.54 6.31  0.1199
H: 0.75 -1.32 4.27  0.0523
H: -0.23 0.09 4.66  0.0837
H: -1.04 -1.35 3.87  0.0578
C: -1.63 -2.64 -2.00  -0.0601
C: -2.12 -3.58 -3.07  -0.2716
O: -1.25 -3.45 -4.18  -0.1577
C: -1.46 -4.43 -5.17  -0.2935
C: -0.60 -4.08 -6.38  -0.0721
H: -0.62 -2.93 -1.70  0.0731
H: -1.54 -1.60 -2.30  0.0733
H: -2.22 -2.71 -1.08  0.0487
H: -2.10 -4.61 -2.70  0.0929
H: -3.16 -3.37 -3.34  0.1264
H: -1.26 -5.43 -4.75  0.1189
H: -2.52 -4.44 -5.47  0.1184
H: 0.46 -4.14 -6.17  0.0738
H: -0.80 -3.04 -6.64  0.0753
H: -0.89 -4.66 -7.25  0.0725
C: 7.39 0.51 -0.07  -0.0645
C: 6.06 1.17 -0.38  -0.2837
O: 5.07 0.98 0.61  -0.1845
C: 5.32 1.69 1.80  -0.2722
C: 4.26 1.23 2.81  -0.0548
H: 7.24 -0.57 0.02  0.0716
H: 8.10 0.67 -0.89  0.0800
H: 7.88 0.89 0.82  0.0672
H: 6.13 2.25 -0.61  0.1193
H: 5.68 0.75 -1.31  0.0878
H: 6.30 1.51 2.27  0.1106
H: 5.20 2.77 1.61  0.1204
H: 4.46 1.58 3.82  0.0770
H: 4.24 0.14 2.85  0.0598
H: 3.28 1.62 2.54  0.0625
C: 2.87 3.28 -1.21  -0.0501
C: 3.03 2.38 -2.43  -0.2570
O: 1.97 1.45 -2.49  -0.2045
C: 2.05 0.65 -3.68  -0.2479
C: 0.89 -0.32 -3.63  -0.0495
H: 3.78 3.88 -1.12  0.0794
H: 2.03 3.98 -1.26  0.0697
H: 2.79 2.67 -0.32  0.0688
H: 3.08 3.01 -3.33  0.1180
H: 3.98 1.84 -2.29  0.0998
H: 1.92 1.31 -4.54  0.1133
H: 3.05 0.22 -3.78  0.0959
H: 0.97 -0.99 -2.77  0.0584
H: 0.82 -0.92 -4.54  0.0845
H: -0.03 0.25 -3.59  0.0811
C: -0.41 4.46 1.60  -0.0783
C: -1.67 5.23 1.97  -0.2609
O: -2.66 5.23 0.95  -0.1601
C: -2.30 5.99 -0.18  -0.2971
C: -3.44 5.99 -1.16  -0.0683
H: 0.13 4.31 2.54  0.0754
H: -0.68 3.47 1.23  0.0682
H: 0.21 4.99 0.88  0.0624
H: -2.12 4.68 2.80  0.1180
H: -1.39 6.28 2.17  0.1149
H: -2.06 7.03 0.09  0.1200
H: -1.36 5.64 -0.62  0.0974
H: -3.64 4.97 -1.49  0.0354
H: -3.21 6.58 -2.06  0.0819
H: -4.35 6.46 -0.77  0.0787
C: -2.73 -2.03 1.67  -0.0818
C: -4.24 -2.10 1.71  -0.3063
O: -4.77 -1.34 2.81  -0.0831
H: -2.36 -2.32 0.68  0.0333
H: -2.31 -2.79 2.33  0.0700
H: -2.42 -1.02 1.92  0.0724
H: -4.62 -3.13 1.69  0.1076
H: -4.68 -1.62 0.82  0.0902
H: -5.73 -1.46 2.77  0.0773
C: 3.49 -2.80 3.56  -0.0917
C: 2.69 -3.42 4.69  -0.3176
O: 3.51 -4.31 5.47  -0.0798
H: 3.85 -3.56 2.87  0.0734
H: 4.37 -2.26 3.92  0.0772
H: 2.83 -2.13 3.00  0.0526
H: 1.86 -4.03 4.31  0.1083
H: 2.28 -2.62 5.32  0.0950
H: 2.89 -4.88 5.93  0.0757
C: 0.80 0.33 1.00  -0.0633
C: -0.17 0.24 -0.17  -0.2979
O: -0.25 1.48 -0.85  -0.0971
H: 1.83 0.49 0.67  0.0512
H: 0.75 -0.60 1.58  0.0563
H: 0.59 1.12 1.73  0.0701
H: -1.17 0.07 0.23  0.0873
H: 0.08 -0.59 -0.83  0.0788
H: 0.50 1.49 -1.48  0.0356

=====

Entry 2:
DFT (ωB97M-V/def2-TZVPD) results for a structure of composition C41H25CoN9O4S in a non-equilibrium geometry.

The total charge is -2. Its multiplicity is 2. As for the LUMO energy (alpha / beta): 3.181 / 3.209 eV. For the frontier orbital gap (alpha / beta), the calculation gives 4.66 / 4.73 eV.

Last column: Löwdin charge in e.
Cartesian coordinates (Å):
Co: 0.87 0.14 -0.66  0.5837
C: 6.45 -3.30 -0.44  -0.1100
C: 6.28 -3.38 -1.82  -0.1094
C: 5.17 -2.81 -2.44  -0.0275
C: 4.25 -2.16 -1.64  -0.0987
C: 3.01 -1.43 -1.95  -0.2685
N: 2.52 -0.88 -0.80  0.1009
C: 3.28 -1.31 0.25  -0.2760
N: 3.05 -1.17 1.52  0.2130
C: 2.02 -0.42 1.96  -0.2430
C: 1.79 -0.17 3.36  -0.1089
C: 2.33 -0.72 4.52  -0.0254
C: 1.87 -0.24 5.74  -0.1053
C: 0.89 0.77 5.80  -0.1128
C: 0.36 1.32 4.65  -0.0263
C: 0.82 0.84 3.43  -0.1181
C: 0.48 1.15 2.07  -0.2584
N: -0.33 2.17 1.75  0.2226
C: -0.63 2.41 0.50  -0.2677
N: -0.28 1.70 -0.61  0.1121
C: -0.94 2.24 -1.69  -0.2850
N: -0.97 1.82 -2.91  0.2243
C: -0.25 0.75 -3.28  -0.2470
N: 0.71 0.11 -2.57  0.1093
C: 1.36 -0.76 -3.39  -0.2366
N: 2.49 -1.44 -3.14  0.2183
C: 0.73 -0.74 -4.69  -0.1016
C: 0.96 -1.46 -5.86  -0.0219
C: 0.13 -1.21 -6.94  -0.1042
C: -0.90 -0.25 -6.86  -0.1023
C: -1.11 0.47 -5.70  -0.0163
C: -0.29 0.22 -4.62  -0.1009
C: -1.69 3.43 -1.26  -0.1241
C: -2.47 4.34 -1.95  -0.0175
C: -3.04 5.37 -1.22  -0.0983
C: -2.84 5.49 0.15  -0.1016
C: -2.06 4.57 0.84  -0.0197
C: -1.49 3.54 0.11  -0.1102
N: 1.18 0.35 1.22  0.1086
C: 4.42 -2.08 -0.26  -0.0991
C: 5.51 -2.65 0.36  -0.0293
H: 7.32 -3.76 0.02  0.0861
H: 7.02 -3.89 -2.42  0.0863
H: 5.03 -2.86 -3.51  0.1049
H: 3.08 -1.50 4.47  0.1047
H: 2.26 -0.65 6.66  0.0866
H: 0.54 1.11 6.77  0.0900
H: -0.41 2.08 4.68  0.1130
H: 1.74 -2.21 -5.90  0.1061
H: 0.26 -1.77 -7.85  0.0871
H: -1.53 -0.09 -7.72  0.0872
H: -1.91 1.20 -5.62  0.1096
H: -2.63 4.22 -3.01  0.1090
H: -3.66 6.10 -1.73  0.0873
H: -3.30 6.31 0.69  0.0862
H: -1.91 4.63 1.91  0.1051
H: 5.62 -2.60 1.44  0.1039
C: -2.69 -0.70 5.61  -0.0661
C: -2.81 -0.50 4.12  -0.2971
C: -1.91 -1.10 3.25  -0.0481
C: -2.02 -0.95 1.87  -0.0386
C: -3.06 -0.20 1.35  -0.2423
C: -3.96 0.42 2.21  -0.0673
C: -3.83 0.27 3.58  -0.0624
S: -3.34 -0.05 -0.44  0.5196
O: -3.53 1.39 -0.61  -0.3443
O: -4.55 -0.85 -0.63  -0.3659
N: -2.11 -0.50 -1.24  -0.2058
C: -1.95 -1.89 -1.58  -0.2275
C: -0.67 -2.58 -1.09  -0.6932
O: -0.59 -3.78 -1.32  -0.0382
O: 0.19 -1.90 -0.45  -0.0995
H: -1.64 -0.69 5.92  0.0540
H: -3.12 -1.66 5.91  0.0715
H: -3.21 0.09 6.15  0.0654
H: -1.08 -1.68 3.65  0.1150
H: -1.29 -1.38 1.21  0.0899
H: -4.75 1.03 1.78  0.1065
H: -4.54 0.76 4.24  0.0957
H: -1.91 -2.01 -2.67  0.1022
H: -2.79 -2.52 -1.25  0.1024